[1]
# C5H12NO

A gas-phase ion, C5H12NO (charge -1) in a non-equilibrium geometry (ωB97M-V/def2-TZVPD, the OMol25 dataset).

Each line ends with the Mulliken charge.
Cartesian coordinates (Å):
C  0.048  2.429  0.532  -1.14
C  0.451  0.958  1.063  -0.27
N  1.456  0.079  0.433  -0.45
C  1.003  -1.318  0.336  -0.72
C  0.012  -1.530  -0.952  -0.64
C  -1.460  -0.941  -0.893  -0.68
O  -1.811  -0.416  0.231  -0.90
H  -0.793  2.518  -0.152  0.29
H  -0.530  2.822  1.488  0.23
H  0.848  2.989  0.286  0.41
H  -0.551  0.402  0.935  0.29
H  0.576  0.944  2.128  0.31
H  1.748  0.458  -0.442  0.27
H  1.815  -2.003  0.227  0.38
H  0.412  -1.811  1.178  0.24
H  0.437  -1.100  -1.930  0.22
H  -0.070  -2.453  -1.513  0.50
H  -1.544  -0.271  -1.688  0.26
H  -2.046  -1.755  -1.268  0.38

Values from the calculation:
SMILES: CCNCCC[O-]
E_tot (eV): -8914.1401
ΔE to the lowest compared entry with this formula, charge and spin (kcal/mol): 67.4
Charge: -1
Maximum force (hartree/bohr): 0.113

=====

[2]
# C5H12NO

2 unconnected molecules or ions with the total composition C5H12NO in a non-equilibrium geometry (ωB97M-V/def2-TZVPD, the OMol25 dataset).

Each line ends with the Mulliken charge.
Cartesian coordinates (Å):
C  2.570  -0.460  -0.748  -0.36
N  3.423  0.336  -0.140  -0.62
C  -0.292  -0.849  1.243  -0.92
C  -0.332  0.648  1.027  -0.57
C  -0.878  0.908  -0.427  -0.22
C  -2.073  0.012  -0.868  -0.70
O  -2.957  -0.045  0.153  -0.88
H  2.703  -1.550  -0.573  0.26
H  2.291  0.714  0.047  0.37
H  2.283  -0.348  -1.804  0.27
H  -1.087  1.990  -0.443  0.34
H  -0.044  -1.222  2.235  0.34
H  -1.349  -1.097  1.063  0.34
H  0.300  -1.352  0.464  0.10
H  -0.987  1.088  1.788  0.35
H  0.679  1.084  1.114  0.31
H  -0.030  0.719  -1.113  0.05
H  -2.514  0.432  -1.828  0.36
H  -1.705  -1.011  -1.189  0.18

Values from the calculation:
E_tot (eV): -8912.3423
ΔE to the lowest compared entry with this formula, charge and spin (kcal/mol): 108.9
Charge: -1
Maximum force (hartree/bohr): 0.096

=====

[3]
# C5H12NO

A gas-phase ion, C5H12NO (charge +1) in a non-equilibrium geometry (ωB97M-V/def2-TZVPD, the OMol25 dataset).

Each line ends with the Mulliken charge.
Cartesian coordinates (Å):
C  1.580  -1.874  -1.162  -0.70
C  1.167  -1.895  0.085  -0.19
C  0.800  -0.608  0.862  -1.02
C  -0.422  0.080  0.293  0.36
N  -1.291  0.630  1.441  -0.24
C  -0.075  1.308  -0.511  -0.85
O  -1.249  1.848  -1.046  -0.52
H  1.598  -0.933  -1.710  0.10
H  1.908  -2.730  -1.752  0.30
H  1.080  -2.804  0.666  0.34
H  0.792  -0.898  1.910  0.54
H  1.688  0.009  0.787  0.39
H  -1.026  -0.563  -0.331  0.25
H  -1.548  1.607  1.270  0.38
H  -2.173  0.126  1.583  0.33
H  -0.765  0.606  2.313  0.38
H  0.709  1.100  -1.251  0.38
H  0.470  2.060  0.084  0.41
H  -1.171  2.004  -1.999  0.35

Values from the calculation:
SMILES: C=CC[C@@H]([NH3+])CO
E_tot (eV): -8909.5371
ΔE to the lowest compared entry with this formula, charge and spin (kcal/mol): 25.2
Charge: +1
Maximum force (hartree/bohr): 0.038

=====

In the order shown, the computed Kohn-Sham gap values come out to 6.59; 5.48; 10.27 eV.